C19H22BrF6GdN7O5S3 | ωB97M-V with the def2-TZVPD basis set

## Properties
E_LUMO (spin up / spin down) = -3.72 / -5.33 eV
charge = +1
HOMO-LUMO gap (spin up / spin down) = 4.978 / 6.322 eV
relative energy (zero: lowest compared OMol25 entry of this formula, charge and spin) = 109.5 kcal/mol
2S+1 = 8
HOMO energy (spin up / spin down) = -0.320 / -0.428 Eh

The geometry in XYZ format:
```
64
Properties=species:S:1:pos:R:3:forces:R:3
Gd 0.6044 0.0549 -0.1645 -0.915 1.298 0.753
N 1.6269 -1.0853 4.4825 -0.549 -0.412 0.303
C 1.2140 -0.8095 3.2396 1.686 0.616 -0.181
S 2.2853 0.0231 2.2278 -0.259 -0.086 0.204
N -0.0115 -1.2780 2.9539 -0.878 -0.664 0.123
N -0.4877 -1.0266 1.7549 1.536 1.783 0.097
C -1.5863 -1.7083 1.4788 -2.033 -1.013 -0.797
C -2.2588 -1.5459 0.2377 0.077 -0.562 0.844
C -3.3032 -2.4342 -0.1141 0.085 0.492 -0.322
C -3.9144 -2.2635 -1.3311 -0.052 -0.168 0.196
C -3.4834 -1.2383 -2.1735 0.176 0.118 0.022
C -2.4391 -0.4294 -1.7721 0.098 -0.089 0.174
N -1.8270 -0.5621 -0.5863 0.212 0.097 -0.192
H 2.5970 -0.9813 4.7091 0.141 0.112 0.064
H 1.0555 -1.6996 5.0398 0.007 -0.036 0.108
H -1.9629 -2.4177 2.2004 0.062 -0.236 0.070
H -3.5986 -3.2174 0.5625 -0.011 -0.116 0.125
H -4.7159 -2.9179 -1.6378 -0.058 -0.058 -0.023
H -3.9397 -1.0819 -3.1358 -0.064 0.037 -0.131
H -2.0641 0.3571 -2.4146 0.010 0.003 0.005
F 1.6614 -1.6661 -5.0504 -0.368 -0.157 0.361
C 0.6498 -2.2813 -4.4419 -0.045 -0.034 -0.364
F 0.6202 -3.5590 -4.8077 0.060 0.432 0.333
F -0.5083 -1.7026 -4.8087 0.633 -0.187 0.433
S 0.8143 -2.1401 -2.5747 0.050 0.136 -0.922
O 0.9061 -0.6889 -2.3159 -0.143 -0.180 -0.891
O -0.3226 -2.7752 -2.0048 -0.411 -0.302 0.024
N 2.1990 -2.8185 -2.3007 0.285 -0.100 -0.068
S 2.8284 -2.4524 -0.9058 0.315 0.457 -0.773
O 1.7870 -1.9596 -0.0149 0.197 -0.274 0.349
O 3.7271 -3.4211 -0.4308 0.524 -0.520 0.225
C 3.9008 -0.8916 -1.2200 0.312 0.097 -0.249
F 4.2385 -0.7568 -2.5044 -0.383 -0.160 0.722
F 5.0064 -0.8905 -0.4839 -0.632 -0.213 -0.210
F 3.1793 0.2227 -0.8557 0.203 -0.302 -0.209
C -4.0534 4.4419 0.2409 -0.259 -0.020 0.113
C -2.7942 4.0370 -0.4375 0.538 -0.174 -0.286
C -2.0075 4.9667 -1.1266 -0.097 -0.454 0.164
C -0.8402 4.5654 -1.7476 0.171 -0.480 0.013
C -0.4995 3.2196 -1.6497 -0.357 -0.304 0.293
Br 1.1228 2.5509 -2.4184 -0.270 0.295 -0.015
N -1.2266 2.3057 -1.0132 0.658 0.501 -0.492
C -2.3486 2.7145 -0.4206 0.031 0.463 -0.165
H -4.7409 4.9050 -0.4642 -0.067 0.038 -0.022
H -3.8562 5.1626 1.0306 -0.007 0.092 0.089
H -4.5492 3.5817 0.6824 -0.084 -0.039 0.054
H -2.3121 6.0004 -1.1765 -0.056 0.151 -0.004
H -0.2169 5.2586 -2.2858 0.098 0.061 -0.072
H -2.9145 1.9455 0.0852 -0.118 -0.098 0.086
C 2.9730 3.6846 1.2038 0.229 0.020 -0.438
N 1.9118 3.5687 2.1810 0.080 -0.017 -0.215
C 2.1319 4.1422 3.4836 -0.024 0.240 0.540
C 0.9040 2.7593 1.9277 -0.447 -0.613 -0.989
C -0.1529 2.5351 2.9682 -0.057 -0.218 -0.112
O 0.8060 2.2037 0.7925 -0.054 0.467 0.924
H 3.4865 4.6314 1.3500 0.012 -0.015 -0.022
H 2.5495 3.6510 0.1991 0.121 -0.011 0.131
H 3.6886 2.8647 1.3198 -0.010 0.046 -0.051
H 2.9101 4.8973 3.4009 -0.057 -0.023 0.060
H 2.4593 3.3780 4.1938 -0.003 0.099 0.045
H 1.2249 4.6254 3.8497 0.114 -0.046 0.058
H 0.2630 2.4518 3.9671 0.032 -0.023 0.087
H -0.6920 1.6164 2.7238 0.068 0.188 0.010
H -0.8557 3.3683 2.9584 -0.055 0.064 0.010
```
Positions in Å, forces in eV/Å.

***

C19H22BrNO3 | ωB97M-V with the def2-TZVPD basis set

## Properties
E_LUMO = -1.39 eV
SMILES string = O=C(COC(=O)/C=C/c1cccc(Br)c1)NCCC1=CCCCC1
HOMO-LUMO gap = 7.340 eV
relative energy (zero: lowest compared OMol25 entry of this formula, charge and spin) = 399.5 kcal/mol
2S+1 = 1
HOMO energy = -0.321 Eh

The geometry in XYZ format:
```
46
Properties=species:S:1:pos:R:3:forces:R:3
O -2.9700 -3.3002 -0.5028 1.853 1.847 -0.086
C -2.1013 -2.4735 -0.1639 -2.180 1.502 -0.957
C -1.3101 -2.6937 1.0839 -8.508 -1.129 4.130
O -0.0855 -2.8524 0.9063 10.727 1.359 -1.352
C 0.7475 -1.7310 0.7877 -3.487 4.835 -1.709
O 0.2576 -0.4683 0.7899 2.397 -6.758 0.768
C 2.0961 -2.0227 0.3461 3.496 0.407 2.023
C 3.0633 -0.9754 0.3962 -5.265 -2.563 -1.339
C 4.4344 -1.2881 0.1239 -0.958 11.100 0.443
C 5.0644 -2.3579 0.0163 2.088 -8.146 0.869
C 6.4432 -2.4634 0.0516 3.760 -0.472 -4.903
C 7.2455 -1.3301 -0.4616 -10.713 1.698 3.680
C 6.6409 0.0967 -0.1081 -7.184 -13.196 -1.384
Br 7.5496 1.4411 -0.2160 4.698 7.629 -0.396
C 5.2061 -0.0713 0.0737 3.721 0.005 -0.420
N -1.8934 -1.1654 -0.7312 -8.148 -11.485 -5.731
C -2.7788 -0.9488 -1.9913 -8.100 -0.431 13.324
C -3.8762 0.2782 -1.5353 -1.899 -0.865 0.695
C -3.3682 1.4651 -0.7405 3.563 0.143 0.248
C -2.0319 1.8417 -0.7494 -7.384 4.685 5.243
C -1.5822 3.2388 0.0645 1.875 -6.137 -0.481
C -2.5453 3.5212 1.0993 4.211 -0.348 5.104
C -3.8593 3.2980 0.5962 -0.044 13.599 10.324
C -4.3008 2.1758 0.3050 -5.420 -14.258 -7.122
H -1.6641 -3.8640 1.5208 0.293 3.816 -0.849
H -1.5203 -1.7456 1.7833 0.010 -2.190 -0.954
H 2.5183 -3.1101 0.3721 -1.416 2.035 -0.271
H 2.5656 0.0619 0.4104 1.462 -1.529 0.299
H 4.3841 -3.1789 0.1503 0.650 -1.265 -0.106
H 6.9966 -3.5250 -0.1652 -1.609 2.561 1.147
H 8.1436 -1.3235 -0.2177 8.728 -0.497 0.840
H 4.7303 0.8246 0.2066 -1.562 2.129 0.474
H -1.4013 -0.6205 -0.2548 5.133 6.479 4.509
H -3.3544 -1.7223 -2.2370 -1.301 -3.320 -1.339
H -2.2022 -0.4677 -2.4011 10.132 7.841 -9.938
H -4.6579 -0.1987 -0.6133 1.581 0.882 -3.452
H -4.3775 0.7835 -2.5493 0.650 -1.853 2.680
H -1.3722 1.5481 -1.3671 4.688 -2.620 -4.398
H -1.4374 3.8906 -0.7164 0.574 2.056 -1.425
H -0.6518 2.8666 0.5797 -0.284 1.033 -0.957
H -2.2563 2.7853 1.9300 -0.839 0.288 -0.939
H -2.1685 4.4364 1.7320 -1.724 -0.734 -1.673
H -3.9113 4.0057 -0.0841 -1.142 3.340 -3.900
H -4.5803 3.7939 1.5770 1.404 -1.114 -2.680
H -4.4702 1.4340 1.0199 0.398 -1.087 2.036
H -5.3579 2.1112 -0.1168 1.073 0.727 -0.076
```
Positions in Å, forces in eV/Å.

***

C19H22Cl2FO5 | ωB97M-V with the def2-TZVPD basis set

## Properties
E_LUMO = 2.22 eV
SMILES string = O=C([O-])C[C@H](O)C[C@@H](O)COc1c(Cl)cc(Cl)cc1C(F)=C1CCCCC1
charge = -1
HOMO-LUMO gap = 6.930 eV
2S+1 = 1
HOMO energy = -0.173 Eh

The geometry in XYZ format:
```
49
Properties=species:S:1:pos:R:3:forces:R:3
O 0.5992 -5.5723 -3.1581 2.574 0.347 0.655
C 1.8548 -5.6468 -2.8428 0.879 -1.846 -0.992
O 2.7317 -6.5258 -3.2250 -2.496 2.254 0.921
C 2.4535 -4.5814 -1.8065 -1.673 1.615 -3.897
C 1.4935 -3.3537 -1.7421 3.112 -1.197 -1.761
O 1.4035 -2.8433 -3.1235 -0.768 -0.187 0.883
C 2.0209 -2.2145 -0.9092 -1.964 -1.806 1.775
C 0.8812 -1.2251 -0.7002 0.035 -0.189 1.721
O 0.0928 -1.0329 -1.8483 1.147 -0.049 -1.309
C -0.0857 -1.7446 0.3584 -2.953 -1.148 -0.156
O -0.0832 -1.0569 1.6364 -1.349 0.310 0.589
C -1.2718 -0.4808 2.1093 -0.594 -0.047 -1.245
C -2.6132 -1.1053 2.2489 2.850 3.129 1.269
Cl -2.9791 -2.6162 1.7311 -0.148 -2.571 -0.676
C -3.6119 -0.3874 2.9121 0.132 0.161 -0.322
C -3.4768 0.9731 3.0983 1.034 0.014 -0.264
Cl -4.8667 1.8049 3.7100 0.038 0.405 0.119
C -2.2873 1.6285 2.7500 -0.882 0.729 0.328
C -1.1748 0.9190 2.3113 0.248 -0.350 0.343
C 0.0944 1.6975 1.9473 -3.195 -0.882 -3.448
F 0.9566 1.8203 2.9490 0.708 0.179 -0.060
C 0.2109 2.1736 0.6507 -0.139 -0.344 4.064
C -0.8789 2.2853 -0.3740 2.171 -0.539 -1.355
C -1.1712 3.7600 -0.6274 0.614 -0.192 -0.027
C 0.0826 4.6185 -0.7681 -1.079 1.894 2.015
C 1.0056 4.4707 0.4612 -0.600 1.030 -1.832
C 1.3592 3.0294 0.4412 3.081 -1.061 -1.080
H 3.4567 -4.3097 -2.1155 0.132 0.010 -0.020
H 2.4505 -5.0781 -0.9309 0.234 -1.598 3.288
H 0.6056 -3.8212 -1.3727 -1.207 0.471 -0.053
H 0.8968 -3.5343 -3.5837 0.033 -0.370 -0.096
H 2.8911 -1.7511 -1.2970 0.991 0.101 -0.364
H 2.1596 -2.7852 0.0708 0.590 1.356 -0.857
H 1.2808 -0.3426 -0.1730 -0.057 0.588 -0.951
H 0.5031 -1.6413 -2.5799 -0.665 1.071 0.991
H -1.1101 -1.5783 -0.1587 1.478 -0.505 1.127
H 0.0377 -2.8321 0.6233 -0.131 0.952 -0.535
H -4.5450 -0.8367 3.2509 0.282 -0.220 -0.484
H -2.2715 2.7325 2.7645 0.155 -0.708 0.193
H -0.5855 1.7166 -1.2971 0.037 0.629 0.561
H -1.6700 1.7477 -0.0008 -2.397 -0.948 0.654
H -1.7779 3.9644 -1.4984 -0.441 -0.374 -0.195
H -1.7013 4.0785 0.2529 -0.454 0.530 0.382
H 0.6245 4.4099 -1.6310 0.884 -0.478 -1.708
H -0.2694 5.6722 -0.8217 0.243 -0.436 -0.210
H 0.3747 4.7734 1.2986 0.422 -0.263 0.476
H 1.8898 5.1347 0.3865 -0.459 -0.321 0.085
H 1.8741 2.6662 -0.5162 -0.741 1.059 0.631
H 2.1460 2.8211 1.1392 0.287 -0.203 0.829
```
Positions in Å, forces in eV/Å.

***

Which formula does entry 2 have? C19H22BrNO3